The following is a DFT calculation (the ωB97M-V functional and the def2-TZVPD basis) of a structure of composition C47H39BrN3O5P2ReS.

Structure (ORCA input):
```
! wB97M-V def2-TZVPD RIJCOSX def2/J DEFGRID3
* xyz 3 4
Re 0.161 0.323 0.042
O -1.749 0.055 0.335
P -3.160 0.395 -0.299
C -3.242 2.256 -0.160
P -1.676 3.006 0.284
O -0.513 2.203 -0.380
C -1.641 4.689 -0.231
C -2.756 5.315 -0.791
C -2.684 6.653 -1.147
C -1.508 7.359 -0.946
C -0.394 6.739 -0.385
C -0.456 5.407 -0.024
C -1.494 2.967 2.061
C -2.071 3.982 2.829
C -1.917 3.980 4.207
C -1.176 2.980 4.826
C -0.591 1.970 4.073
C -0.771 1.972 2.701
C -3.027 -1.596 2.529
C -3.390 -2.843 2.015
C -2.635 -3.968 2.305
C -1.504 -3.860 3.100
C -1.126 -2.622 3.610
C -1.886 -1.501 3.336
C -3.868 -0.423 2.291
C -4.653 -0.310 1.088
C -5.688 0.683 1.008
C -5.811 1.630 1.977
C -4.930 1.598 3.081
C -3.984 0.607 3.234
H -4.018 2.636 0.505
H -3.495 2.562 -1.182
H -3.680 4.774 -0.950
H -3.545 7.143 -1.581
H -1.456 8.403 -1.225
H 0.515 7.303 -0.225
H 0.407 4.927 0.425
H -2.619 4.786 2.351
H -2.352 4.775 4.798
H -1.045 2.992 5.901
H -0.006 1.198 4.555
H -0.343 1.144 2.125
H -4.296 -2.958 1.434
H -2.942 -4.932 1.925
H -0.924 -4.742 3.338
H -0.248 -2.543 4.240
H -1.603 -0.544 3.752
H -4.811 -1.215 0.512
H -6.369 0.660 0.165
H -6.595 2.374 1.927
H -5.042 2.340 3.863
H -3.403 0.562 4.145
O -0.045 -5.141 -0.800
C 0.986 -4.972 0.061
C 1.802 -6.042 0.419
C 2.860 -5.858 1.286
C 3.139 -4.598 1.813
C 2.344 -3.536 1.452
C 1.251 -3.697 0.582
C 0.413 -2.545 0.239
O -0.659 -2.555 -0.309
O 0.987 -1.331 0.597
H -0.121 -6.077 -1.012
H 1.597 -7.025 0.009
H 3.479 -6.706 1.552
H 3.965 -4.461 2.497
H 2.544 -2.551 1.852
Br 2.452 0.374 2.596
C 2.874 1.366 1.064
C 4.010 2.154 1.073
C 4.291 2.931 -0.036
C 3.417 2.915 -1.117
C 2.309 2.111 -1.059
N 2.040 1.312 0.006
H 4.652 2.152 1.943
H 5.175 3.554 -0.049
H 3.591 3.520 -1.996
H 1.594 2.082 -1.869
S 0.693 -2.713 -5.720
C 0.653 -1.825 -4.256
C 1.769 -1.347 -3.543
C 1.590 -0.664 -2.377
N 0.360 -0.392 -1.858
C -0.725 -0.864 -2.536
C -0.614 -1.546 -3.708
C 2.419 -2.991 -6.022
C 3.144 -3.921 -5.287
C 4.473 -4.116 -5.631
N 5.080 -3.484 -6.636
C 4.354 -2.625 -7.346
C 3.019 -2.335 -7.082
H 2.774 -1.516 -3.899
H 2.445 -0.342 -1.806
H -1.694 -0.677 -2.106
H -1.516 -1.891 -4.197
H 2.687 -4.497 -4.493
H 5.078 -4.826 -5.079
H 4.861 -2.139 -8.171
H 2.475 -1.621 -7.686
*
```

Calculated values
Gap between HOMO and LUMO (alpha / beta) = 5.89 / 5.74 eV
Max |F| = 0.901 eV/A
Highest occupied orbital energy (alpha / beta) = -14.89 / -14.88 eV

The following is a DFT calculation (the ωB97M-V functional and the def2-TZVPD basis) of a structure of composition C47H39Cl2HgIN7O2P in a non-equilibrium geometry.

Structure (ORCA input):
```
! wB97M-V def2-TZVPD RIJCOSX def2/J DEFGRID3
* xyz -1 2
Hg -0.036 0.450 -0.389
Cl 5.092 4.712 2.272
C 4.230 3.626 1.219
C 3.073 3.028 1.686
C 2.324 2.153 0.893
N 1.083 1.650 1.272
C 0.575 1.849 2.484
O 1.110 2.360 3.478
C -0.873 1.408 2.668
C -1.495 1.762 3.862
C -2.816 1.414 4.066
C -3.478 0.706 3.073
C -2.780 0.382 1.924
N -1.511 0.726 1.717
C 2.801 1.848 -0.418
C 3.969 2.475 -0.860
C 4.674 3.358 -0.061
Cl 6.112 4.101 -0.697
N 2.018 1.041 -1.247
C 2.475 0.557 -2.404
O 3.628 0.549 -2.845
C 1.401 -0.038 -3.301
C 1.787 -0.522 -4.547
C 0.820 -1.011 -5.404
C -0.507 -0.987 -4.998
C -0.798 -0.496 -3.737
N 0.131 -0.046 -2.898
H 2.734 3.241 2.686
H -0.909 2.296 4.595
H -3.319 1.677 4.988
H -4.507 0.393 3.186
H -3.252 -0.199 1.143
H 4.339 2.254 -1.846
H 2.836 -0.489 -4.803
H 1.091 -1.403 -6.376
H -1.301 -1.349 -5.636
H -1.817 -0.477 -3.377
I -3.053 -1.551 -0.631
C -2.635 -3.553 -1.133
C -3.547 -4.071 -2.061
C -3.551 -5.428 -2.326
C -2.684 -6.249 -1.623
C -1.759 -5.735 -0.690
C -0.943 -6.625 0.040
C -0.006 -6.146 0.955
C 0.164 -4.794 1.108
C -0.608 -3.837 0.383
P 0.142 -2.186 0.477
C 0.284 -1.890 2.279
C -0.758 -2.296 3.112
C -0.730 -2.009 4.466
C 0.348 -1.325 5.013
C 1.386 -0.911 4.193
C 1.347 -1.180 2.831
C 1.855 -2.550 -0.081
C 2.022 -2.538 -1.465
C 3.243 -2.837 -2.044
C 4.327 -3.156 -1.239
C 4.171 -3.190 0.137
C 2.943 -2.895 0.714
C -1.655 -4.303 -0.471
H -4.253 -3.415 -2.549
H -4.246 -5.836 -3.049
H -2.699 -7.321 -1.776
H -1.071 -7.688 -0.121
H 0.609 -6.831 1.525
H 0.935 -4.449 1.784
H -1.584 -2.855 2.689
H -1.548 -2.329 5.099
H 0.375 -1.105 6.073
H 2.212 -0.343 4.600
H 2.143 -0.814 2.196
H 1.171 -2.298 -2.092
H 3.353 -2.802 -3.119
H 5.290 -3.370 -1.684
H 5.010 -3.445 0.771
H 2.843 -2.937 1.791
C -0.177 5.856 0.150
C 0.838 4.947 -0.516
N 0.189 3.729 -0.971
C -1.138 3.452 -0.907
N -1.521 2.218 -1.035
C -2.935 1.953 -1.221
C -3.803 2.941 -0.457
C -3.415 4.347 -0.872
N -1.982 4.518 -0.736
C -1.440 5.861 -0.694
H 0.230 6.861 0.255
H -0.424 5.477 1.144
H 1.646 4.686 0.170
H 1.286 5.460 -1.374
H 0.774 2.911 -1.067
H -3.144 0.939 -0.883
H -3.188 1.984 -2.290
H -3.623 2.818 0.614
H -4.862 2.767 -0.651
H -3.905 5.093 -0.240
H -3.733 4.533 -1.907
H -2.202 6.511 -0.259
H -1.220 6.237 -1.703
*
```

Calculated values
Gap between HOMO and LUMO (alpha / beta) = 4.00 / 6.66 eV
Max |F| = 1.519 eV/A
Highest occupied orbital energy (alpha / beta) = -1.95 / -4.63 eV

The following is a DFT calculation (the ωB97M-V functional and the def2-TZVPD basis) of a structure of composition C47H39N11OPS5Y.

Structure (ORCA input):
```
! wB97M-V def2-TZVPD RIJCOSX def2/J DEFGRID3
* xyz 0 1
Y -0.195 -0.138 0.613
C -0.795 -3.463 2.836
C -0.335 -2.226 3.518
N -0.309 -0.995 3.039
C 0.225 -0.118 3.975
C 0.610 -0.690 5.141
S 0.288 -2.359 5.102
C 0.288 1.316 3.693
C 0.510 2.283 4.621
S 0.461 3.812 3.876
C 0.134 3.079 2.362
N 0.075 1.775 2.412
C -0.053 3.927 1.153
H -1.383 -3.230 1.955
H -1.386 -4.071 3.522
H 0.084 -4.034 2.531
H 1.069 -0.215 5.991
H 0.680 2.167 5.678
H -0.191 4.970 1.438
H -0.930 3.581 0.607
H 0.820 3.859 0.504
N 2.092 0.305 1.005
C 3.208 0.539 1.220
C 4.501 0.985 1.421
C 4.972 1.888 0.438
N 5.289 2.591 -0.423
C 5.306 0.531 2.490
N 5.968 0.160 3.358
N 2.190 -1.244 -5.696
C 1.288 -1.016 -5.022
C 0.159 -0.726 -4.182
C -1.080 -0.393 -4.724
C -2.117 -0.112 -3.859
C -1.885 -0.172 -2.493
N -0.698 -0.490 -1.971
C 0.305 -0.767 -2.803
H -1.212 -0.354 -5.797
H -3.092 0.173 -4.226
H -2.663 0.064 -1.780
H 1.256 -1.030 -2.355
S -2.650 -1.993 0.209
C -3.774 -1.198 1.180
N -3.585 -0.835 2.459
C -4.623 0.082 2.921
C -5.665 0.024 1.782
N -5.002 -0.830 0.803
H -2.639 -0.788 2.806
H -4.217 1.088 3.040
H -5.040 -0.252 3.870
H -5.857 1.012 1.363
H -6.608 -0.413 2.110
H -5.293 -0.932 -0.153
N -1.052 4.864 -4.443
C -1.278 3.762 -3.682
O -2.373 3.235 -3.604
C -0.091 3.203 -2.957
C 1.229 3.362 -3.370
C 2.228 2.747 -2.640
C 1.872 1.984 -1.538
N 0.610 1.827 -1.125
C -0.345 2.440 -1.830
H -1.847 5.286 -4.891
H -0.212 5.405 -4.350
H 1.474 3.925 -4.262
H 3.273 2.830 -2.903
H 2.638 1.475 -0.976
H -1.364 2.308 -1.489
S 2.859 -2.753 2.535
P 2.514 -3.189 0.650
S 0.745 -2.625 -0.202
C 2.635 -4.992 0.381
C 3.747 -5.642 0.916
C 3.915 -7.003 0.730
C 2.971 -7.731 0.016
C 1.862 -7.090 -0.513
C 1.695 -5.721 -0.335
C 3.805 -2.508 -0.444
C 4.972 -1.986 0.094
C 5.939 -1.434 -0.740
C 5.742 -1.410 -2.111
C 4.582 -1.951 -2.658
C 3.619 -2.499 -1.828
H 4.471 -5.076 1.490
H 4.782 -7.500 1.147
H 3.100 -8.796 -0.125
H 1.122 -7.653 -1.067
H 0.830 -5.219 -0.748
H 5.114 -1.992 1.168
H 6.835 -1.009 -0.307
H 6.488 -0.967 -2.758
H 4.425 -1.935 -3.729
H 2.711 -2.915 -2.251
C -2.186 1.241 0.552
C -3.116 2.032 0.475
C -4.188 2.978 0.350
C -4.731 3.264 -0.908
C -5.772 4.170 -1.031
C -6.290 4.805 0.090
C -5.750 4.536 1.341
C -4.705 3.635 1.471
H -4.312 2.789 -1.786
H -6.178 4.385 -2.012
H -7.104 5.510 -0.010
H -6.140 5.036 2.218
H -4.272 3.436 2.444
*
```

Calculated values
Gap between HOMO and LUMO = 7.23 eV
Max |F| = 0.465 eV/A
Highest occupied orbital energy = -7.56 eV

The following is a DFT calculation (the ωB97M-V functional and the def2-TZVPD basis) of a structure of composition C47H40BaBrF5N11O3P2S2 in a non-equilibrium geometry.

Structure (ORCA input):
```
! wB97M-V def2-TZVPD RIJCOSX def2/J DEFGRID3
* xyz -1 1
Ba -1.493 0.810 -1.046
S -0.308 -1.632 0.425
C -1.718 -2.180 1.315
C -1.440 -2.545 2.702
N -1.128 -2.776 3.790
C -2.992 -2.204 0.842
S -3.531 -1.684 -0.737
C -4.016 -2.707 1.765
N -4.821 -3.102 2.488
F 2.351 -1.627 3.815
C 1.998 -0.326 3.798
C 1.486 0.198 2.649
C 1.036 1.510 2.643
C 0.338 1.984 1.431
O 0.408 1.309 0.409
C -0.418 3.206 1.574
C -0.167 3.970 2.660
N 0.597 3.597 3.734
C 0.745 4.472 4.868
C -0.401 5.334 5.284
C -0.005 4.161 6.134
C 1.132 2.309 3.780
C 1.718 1.770 4.934
C 2.108 0.443 4.956
N 2.582 -0.115 6.187
C 3.257 -1.413 6.218
C 3.927 -1.534 7.612
N 3.931 -0.146 8.200
C 2.527 0.234 8.590
C 1.675 -0.013 7.326
C -1.553 3.615 0.648
O -1.825 4.803 0.561
O -2.150 2.601 0.120
H 1.320 -0.435 1.774
H -0.636 4.943 2.722
H 1.739 4.891 4.981
H -1.326 5.251 4.733
H -0.166 6.330 5.629
H -0.660 3.300 6.108
H 0.490 4.344 7.079
H 1.833 2.379 5.822
H 4.002 -1.456 5.431
H 2.571 -2.250 6.085
H 4.952 -1.889 7.564
H 3.360 -2.166 8.290
H 4.116 0.463 7.393
H 4.617 -0.002 8.935
H 2.552 1.275 8.902
H 2.224 -0.394 9.424
H 0.966 0.794 7.183
H 1.103 -0.942 7.440
F 4.937 -2.232 -7.164
C 4.068 -2.160 -6.154
C 3.743 -3.292 -5.442
F 4.307 -4.461 -5.762
C 2.849 -3.203 -4.393
F 2.623 -4.347 -3.734
C 2.237 -2.015 -4.024
P 1.050 -1.891 -2.583
C 0.101 -3.446 -2.810
C -0.308 -4.257 -1.755
C -1.144 -5.342 -1.990
C -1.594 -5.624 -3.271
C -1.213 -4.802 -4.325
C -0.378 -3.720 -4.092
C 2.338 -2.175 -1.296
C 2.812 -3.404 -0.846
C 3.782 -3.462 0.146
C 4.301 -2.292 0.691
C 3.841 -1.063 0.242
C 2.857 -1.008 -0.738
C 2.596 -0.880 -4.758
Br 1.903 0.827 -4.381
C 3.495 -0.953 -5.806
F 3.848 0.122 -6.515
H -0.004 -4.014 -0.745
H -1.462 -5.953 -1.154
H -2.253 -6.465 -3.446
H -1.574 -4.995 -5.327
H -0.108 -3.076 -4.923
H 2.410 -4.322 -1.259
H 4.129 -4.427 0.498
H 5.057 -2.342 1.466
H 4.229 -0.142 0.663
H 2.468 -0.046 -1.055
N -0.939 5.405 -5.909
C -0.517 4.830 -4.994
N 0.054 4.241 -3.952
C -0.415 3.169 -3.417
N -0.737 2.181 -2.873
C -6.137 1.939 -4.537
N -5.039 2.894 -4.402
C -4.362 3.017 -5.696
N -3.907 1.742 -6.256
C -5.048 0.829 -6.321
N -5.742 0.626 -5.049
C -4.873 -0.076 -4.086
P -3.290 0.811 -3.688
C -4.099 2.471 -3.353
C -2.818 1.170 -5.448
H -6.867 2.361 -5.233
H -6.614 1.811 -3.563
H -3.508 3.689 -5.595
H -5.068 3.459 -6.402
H -4.705 -0.139 -6.693
H -5.768 1.241 -7.033
H -4.626 -1.064 -4.480
H -5.415 -0.244 -3.153
H -3.327 3.233 -3.235
H -4.629 2.413 -2.399
H -2.483 0.237 -5.909
H -1.967 1.853 -5.456
*
```

Calculated values
Gap between HOMO and LUMO = 2.90 eV
Max |F| = 4.269 eV/A
Highest occupied orbital energy = -3.36 eV